No. 1
Formula: C27H34N8O2RuSe
Source: the Open Molecules 2025 dataset
Level of theory: wB97M-V/def2-TZVPD

The geometry in XYZ format:
```
73
Properties=species:S:1:pos:R:3
Ru -0.2099 1.3265 -0.2943
N 1.4455 -2.9915 1.3699
C 1.3471 -1.4994 1.4506
C 0.7148 -1.1204 2.7714
C 0.5709 0.3943 2.8847
N -0.4560 0.9006 1.9505
C 1.9102 1.0972 2.6435
C 2.5995 0.6548 1.3527
N 1.8785 1.2147 0.1996
C 2.7115 -0.8667 1.2864
H 0.4970 -3.4155 1.3609
H 1.9835 -3.3822 2.1427
H 1.8631 -3.2915 0.4880
H 0.7000 -1.1966 0.6289
H 1.3461 -1.4574 3.6019
H -0.2619 -1.6006 2.8833
H 0.2474 0.6040 3.9074
H -0.6560 1.8663 2.2014
H -1.3318 0.4213 2.1351
H 2.5731 0.9082 3.4900
H 1.7542 2.1785 2.6135
H 3.6173 1.0528 1.3502
H 2.2698 0.9152 -0.6940
H 1.9740 2.2294 0.1968
H 3.3738 -1.1828 2.1004
H 3.1742 -1.1745 0.3439
O 0.6525 1.6776 -2.0524
C 0.2368 2.6118 -2.9037
C 0.2537 2.3282 -4.2714
C -0.1057 3.2956 -5.1883
C -0.4966 4.5636 -4.7681
C -0.5251 4.8499 -3.4187
C -0.1623 3.8910 -2.4693
C -0.1835 4.2115 -1.0421
N 0.3004 3.4664 -0.0378
C 0.0641 4.1907 1.1222
C -0.5345 5.3627 0.8246
N -0.6830 5.3579 -0.5444
H 0.5469 1.3344 -4.5801
H -0.0872 3.0608 -6.2447
H -0.7742 5.3191 -5.4895
H -0.8204 5.8451 -3.1073
H 0.3706 3.8387 2.0934
H -0.8638 6.1820 1.4380
H -1.1317 6.0738 -1.0884
C -0.0683 -6.6810 0.4973
C -0.1778 -5.2369 0.0944
C 0.4864 -4.7455 -1.0240
C 0.3552 -3.4191 -1.4446
C 1.1036 -2.9724 -2.6697
C -0.4755 -2.5439 -0.7225
Se -0.8202 -0.7946 -1.4403
C -1.1699 -3.0286 0.4023
C -2.1280 -2.1556 1.1592
C -0.9856 -4.3524 0.8097
H 0.8545 -7.1299 0.1313
H -0.8983 -7.2538 0.0794
H -0.1078 -6.7987 1.5804
H 1.1032 -5.4193 -1.6097
H 1.6647 -3.8010 -3.0998
H 1.7899 -2.1513 -2.4448
H 0.4207 -2.5802 -3.4228
H -1.6614 -1.2149 1.4488
H -2.5075 -2.6607 2.0474
H -2.9700 -1.8787 0.5203
H -1.5415 -4.7187 1.6671
O -2.0743 1.9404 -1.1166
N -2.2203 2.1202 0.1386
C -3.3168 1.7341 0.7463
C -3.3574 1.9406 2.1578
N -3.3216 2.0599 3.3019
C -4.4035 1.1088 0.0641
N -5.2653 0.5877 -0.4890
```

Properties
total charge = +1
multiplicity = 2
strongest force on any atom = 1.8 eV/A
lowest unoccupied orbital energy (alpha / beta) = -2.61 / -3.54 eV

Let us look at the Mulliken charges, expressed in e, one per atom:
1 Ru 0.899
2 N 0.003
3 C 2.533
4 C -1.822
5 C 0.097
6 N -0.148
7 C -1.587
8 C 0.146
9 N -0.252
10 C -1.783
11 H -0.292
12 H 0.487
13 H 0.603
14 H -1.311
15 H 0.581
16 H 0.432
17 H 0.508
18 H 0.204
19 H 0.321
20 H 0.495
21 H 0.426
22 H 0.392
23 H 0.314
24 H 0.423
25 H 0.445
26 H 0.574
27 O -0.539
28 C 0.069
29 C -0.663
30 C -0.600
31 C -0.902
32 C -0.858
33 C 1.001
34 C 0.300
35 N 0.534
36 C -0.272
37 C -1.122
38 N -0.082
39 H 0.501
40 H 0.420
41 H 0.410
42 H 0.339
43 H 0.411
44 H 0.452
45 H 0.179
46 C -1.621
47 C 0.622
48 C -1.082
49 C 0.476
50 C -1.550
51 C 0.193
52 Se 0.001
53 C 0.827
54 C -1.398
55 C -0.735
56 H 0.390
57 H 0.319
58 H 0.391
59 H 0.409
60 H 0.427
61 H 0.252
62 H 0.335
63 H -0.165
64 H 0.314
65 H 0.414
66 H 0.477
67 O -0.691
68 N 0.535
69 C 0.677
70 C -0.014
71 N -0.544
72 C -0.054
73 N -0.472

No. 2
Formula: C27H35AsMgN4O7
Source: the Open Molecules 2025 dataset
Level of theory: wB97M-V/def2-TZVPD

The geometry in XYZ format:
```
75
Properties=species:S:1:pos:R:3
O 4.4457 -2.3356 1.0290
H 5.3943 -2.5297 1.1737
Mg 1.1828 -1.2798 0.5427
N 2.9283 -0.8716 -0.9639
N 2.3083 1.0086 0.5356
N -0.3170 -2.6811 1.5931
N 0.0307 -0.2938 2.3564
O 2.9591 -1.7438 -1.8669
O -0.3466 -3.9253 1.2742
O 0.1459 1.0129 2.7645
O 1.9073 2.0428 1.2100
C 3.3507 1.2967 -0.3003
C 3.7549 0.2075 -1.0881
C -1.2043 -2.2556 2.5158
C -1.0391 -0.8902 2.9160
C 4.9208 0.1530 -1.9884
H 5.7321 -0.4440 -1.5435
H 5.3096 1.1512 -2.1784
H 4.6684 -0.2971 -2.9567
C 3.9628 2.6519 -0.3629
H 4.3901 2.9064 0.6168
H 3.2055 3.4070 -0.6126
H 4.7533 2.7095 -1.1218
C -2.3111 -3.1238 2.9923
C -2.0413 -0.2348 3.8173
H -1.9561 -4.1613 2.9378
H -3.1920 -3.0049 2.3387
H -2.6237 -2.8882 4.0187
H -1.6294 0.7290 4.1455
H -2.2535 -0.8843 4.6855
H -3.0041 -0.0878 3.2859
H 1.3122 -3.7958 0.7960
H 0.8859 1.4103 2.1471
C 3.5502 -1.1650 2.6741
H 4.3302 -0.4561 2.4500
H 3.7594 -2.1360 3.1038
H 2.5936 -0.7060 3.0005
O 1.9635 -3.0832 0.5793
H 4.3263 -2.2840 0.0495
H 2.8264 -3.2448 1.0079
O 0.0556 -0.5033 -0.7196
As -1.3103 0.3963 -1.1038
C -2.8057 -0.7216 -0.6272
C -2.6695 -2.1114 -0.6978
C -3.7545 -2.9279 -0.3756
C -4.9718 -2.3493 0.0038
C -5.1002 -0.9579 0.0957
C -4.0114 -0.1393 -0.2188
C -1.3364 2.0705 -0.1516
C -0.8749 3.2294 -0.7813
C -0.9789 4.4654 -0.1330
C -1.5474 4.5393 1.1471
C -1.9987 3.3749 1.7835
C -1.8871 2.1388 1.1306
C -0.9536 0.6826 -2.9539
C -1.9774 0.4828 -3.8865
C -1.7254 0.7249 -5.2399
C -0.4491 1.1453 -5.6463
C 0.5898 1.2897 -4.7148
C 0.3415 1.0295 -3.3617
H -1.7181 -2.5487 -1.0003
H -3.6355 -4.0134 -0.4209
H -5.8189 -2.9884 0.2515
H -6.0378 -0.5061 0.4283
H -4.0958 0.9466 -0.1530
H -0.4386 3.1563 -1.7810
H -0.5981 5.3697 -0.6236
H -1.6061 5.4988 1.6671
H -2.4158 3.4043 2.7941
H -2.2632 1.2369 1.6055
H -2.9579 0.1439 -3.5458
H -2.5213 0.5682 -5.9749
H -0.2523 1.3185 -6.7046
H 1.5952 1.5854 -5.0336
H 1.1495 1.0860 -2.6317
```

Properties
multiplicity = 1
strongest force on any atom = 3.2 eV/A
lowest unoccupied orbital energy (alpha / beta) = 0.21 / -0.49 eV

Let us look at the Mulliken charges, expressed in e, one per atom:
1 O -0.592
2 H 0.233
3 Mg 1.042
4 N 1.361
5 N 0.932
6 N 0.851
7 N 0.656
8 O -0.664
9 O -1.024
10 O -0.582
11 O -0.821
12 C -0.303
13 C 0.225
14 C 0.129
15 C 0.210
16 C -1.482
17 H 0.247
18 H 0.430
19 H 0.302
20 C -1.585
21 H 0.274
22 H 0.269
23 H 0.501
24 C -1.512
25 C -1.920
26 H 0.358
27 H 0.103
28 H 0.423
29 H 0.337
30 H 0.615
31 H 0.177
32 H 0.333
33 H 0.322
34 C -1.148
35 H 0.332
36 H 0.404
37 H 0.420
38 O -0.501
39 H 0.241
40 H 0.220
41 O -0.184
42 As 1.673
43 C 0.275
44 C -0.353
45 C -0.731
46 C -0.342
47 C -0.720
48 C -0.439
49 C 0.578
50 C -0.517
51 C -0.712
52 C -0.598
53 C -0.861
54 C 0.242
55 C 0.030
56 C -0.662
57 C -0.641
58 C -0.514
59 C -0.683
60 C -0.105
61 H 0.216
62 H 0.367
63 H 0.387
64 H 0.400
65 H 0.500
66 H 0.360
67 H 0.387
68 H 0.365
69 H 0.415
70 H 0.209
71 H 0.400
72 H 0.376
73 H 0.371
74 H 0.401
75 H 0.293

no.,E (Eh)
1,-4133.8606
2,-4231.1846